1.
A structure of composition C8H13BaO5 at a distorted geometry. Source: the Open Molecules 2025 dataset; level of theory: ωB97M-V with the def2-TZVPD basis set.

## Properties
Charge   0
<S²>   0.7536
HOMO (spin up / spin down)   -6.795 / -7.606 eV
LUMO energy (spin up / spin down)   -0.20 / -0.20 eV
Multiplicity   2

Each line ends with the Mulliken charge.
Atoms and positions in Å:
O  -3.41240  -2.61906  -0.03756  -0.495
C  -2.56995  -1.74197  0.17891  0.331
C  -2.73597  -0.40573  -0.52193  -0.452
O  -2.16790  0.67869  0.21286  -0.355
C  -2.88392  1.86455  0.20030  0.098
C  -2.79420  2.73670  1.19455  -0.816
H  0.06750  -2.66728  1.75056  0.304
H  -3.80220  -0.21070  -0.69453  0.405
H  -2.24020  -0.46841  -1.50300  0.301
H  -3.33974  3.67620  1.12413  0.243
H  -3.49602  2.01227  -0.69179  0.348
H  -2.18025  2.54850  2.07671  0.276
O  0.55502  -0.72064  1.56890  -0.743
C  0.95044  -1.95940  1.08633  -0.119
C  2.30243  -1.72915  0.52463  -0.521
O  2.24108  -0.72431  -0.42305  -0.422
C  3.43598  0.00264  -0.75479  -0.323
C  2.97047  1.37511  -1.23735  -0.537
O  2.11548  1.97343  -0.32294  -0.908
Ba  0.49465  0.93754  0.40863  1.661
H  0.55329  -2.68253  0.32894  0.221
H  3.05450  -2.50684  0.37038  0.319
H  3.99319  -0.54813  -1.52693  0.308
H  4.05328  0.08413  0.15231  0.347
H  2.47934  1.24069  -2.22634  0.216
H  3.88150  1.97710  -1.42317  0.313
H  -1.52537  -2.12340  0.18523  0.000

2.
A structure of composition C29H33EuN9O3S at a distorted geometry. Source: the Open Molecules 2025 dataset; level of theory: ωB97M-V with the def2-TZVPD basis set.

## Properties
Charge   -1
Energy above the lowest of the compared OMol25 structures with the same formula, charge and spin   5.640 eV
<S²>   12.0247
HOMO (spin up / spin down)   -2.495 / -4.030 eV
LUMO energy (spin up / spin down)   2.06 / 0.57 eV
Multiplicity   7

Each line ends with the Mulliken charge.
Atoms and positions in Å:
Eu  0.05687  -0.27391  -0.48389  1.064
C  -1.83812  -0.43427  -3.66891  -0.230
C  -1.56383  -1.89462  -3.90200  -0.785
C  -0.87104  -2.63189  -2.76569  -1.667
N  -1.22492  -2.29896  -1.42913  0.153
C  -2.37212  -2.63636  -0.97011  0.594
C  -3.37711  -3.18700  -1.77997  -0.603
C  -4.69593  -3.50801  -1.50674  -0.956
C  -5.33044  -3.53218  -0.22243  -0.165
C  -4.74834  -3.35109  1.04159  -0.891
C  -3.50133  -2.82030  1.30866  -0.583
C  -2.52415  -2.28246  0.45902  0.594
N  -1.62044  -1.43019  0.90790  0.319
C  -1.65679  -0.91979  2.22960  -0.869
C  -0.61060  0.15923  2.49845  -1.268
C  -0.76740  1.59084  2.00405  -0.068
N  -0.35164  1.78284  0.66001  -0.049
C  -0.17531  3.03027  0.15176  0.803
C  0.09095  4.11196  1.03730  -0.508
C  0.48912  5.38263  0.66548  -0.607
C  0.15182  6.13720  -0.48124  -0.461
C  -0.49357  5.65494  -1.62764  -0.618
C  -0.58655  4.33634  -2.04562  -0.889
C  -0.30474  3.12102  -1.32870  0.689
N  -0.21081  1.93075  -1.90471  0.081
C  -0.54293  1.86241  -3.31053  -0.941
C  -0.50582  0.40334  -3.79504  -1.081
H  -2.29249  -0.33001  -2.66919  0.176
H  -2.53812  -0.06056  -4.49275  0.372
H  -0.81491  -1.98779  -4.74086  0.416
H  -2.46379  -2.40435  -4.23575  0.502
H  0.17014  -2.38659  -2.85053  0.611
H  -0.98487  -3.71542  -2.87952  0.546
H  -3.00092  -3.42294  -2.74772  0.346
H  -5.32279  -3.87738  -2.33399  0.281
H  -6.37831  -3.80620  -0.21918  0.316
H  -5.32585  -3.61285  1.89723  0.377
H  -3.31688  -2.57991  2.36457  0.376
H  -1.51170  -1.73573  2.95060  0.548
H  -2.69459  -0.49605  2.45657  0.542
H  0.34392  -0.24051  2.22918  -0.183
H  -0.51582  0.26319  3.57868  0.501
H  -0.24145  2.28345  2.74220  0.310
H  -1.85851  1.89415  2.08484  0.228
H  0.07438  3.86025  2.09441  0.177
H  1.21727  5.79048  1.33990  0.314
H  0.36257  7.18987  -0.40800  0.343
H  -0.68547  6.40342  -2.41305  0.271
H  -1.07783  4.13360  -2.98463  0.247
H  0.21257  2.46257  -3.94348  0.475
H  -1.55956  2.31410  -3.60898  0.394
H  0.29978  -0.19760  -3.30815  0.329
H  -0.21641  0.49032  -4.86347  0.495
N  1.11236  -4.15347  0.36585  -0.242
C  1.23364  -3.31036  1.41259  0.237
S  0.44176  -3.49844  2.86873  -0.491
N  2.21768  -2.36598  1.11188  -0.745
N  2.53305  -1.44504  2.03905  0.298
C  3.76301  -1.09653  2.07281  -1.023
C  4.17090  0.01687  2.87157  1.208
C  5.51229  0.43807  2.67031  -0.740
C  6.05203  1.37926  3.54078  -0.429
C  5.13185  2.13872  4.30113  -0.392
C  3.81795  1.70682  4.36376  -0.102
N  3.34517  0.63737  3.72764  -0.406
H  0.36714  -4.85465  0.29506  0.211
H  1.76380  -4.10195  -0.38083  0.208
H  4.51037  -1.65719  1.50618  0.292
H  6.02823  -0.08484  1.89340  0.387
H  7.13526  1.56470  3.53168  0.359
H  5.40034  3.01877  4.92478  0.308
H  3.11721  2.20721  5.07934  0.343
O  2.47750  0.50691  -0.31891  -0.478
N  2.95045  -0.23966  -1.20954  1.078
O  4.10264  -0.28515  -1.60977  -0.650
O  2.02021  -1.05574  -1.83787  -0.597

3.
A cluster of 11 separate species, C30H67N9O12 in total at a distorted geometry. Source: the Open Molecules 2025 dataset; level of theory: ωB97M-V with the def2-TZVPD basis set.

## Properties
Charge   0
SMILES string   CCN(CC)CC.O=C1CCCO1.O=C1CCCO1.CC(N)=O.CC(N)=O.CC(N)=O.CC(N)=O.CC(N)=O.CC(N)=O.CC(N)=O.CC(N)=O
Energy above the lowest of the compared OMol25 structures with the same formula, charge and spin   5.070 eV
HOMO   -8.276 eV
LUMO energy   0.22 eV

Each line ends with the Mulliken charge.
Atoms and positions in Å:
C  0.86327  -5.05435  3.36687  -1.046
C  1.64145  -5.68704  2.18751  -0.567
N  3.13877  -5.83494  2.28015  -0.016
C  3.61526  -6.96042  3.10068  -0.671
C  3.28024  -7.03227  4.57848  -1.073
C  3.74198  -4.54215  2.68145  -0.211
C  3.67913  -3.64031  1.44449  -1.337
H  0.84366  -3.98612  3.15099  0.325
H  1.50931  -5.09903  4.24364  0.264
H  -0.08860  -5.46726  3.70087  0.319
H  1.32727  -6.71457  2.00428  0.405
H  1.34248  -5.07887  1.33378  0.272
H  3.48112  -7.92031  2.60197  0.404
H  4.67987  -6.73038  3.14292  0.378
H  2.22993  -7.11286  4.85860  0.272
H  3.72754  -7.92557  5.01441  0.393
H  3.64558  -6.12168  5.05330  0.279
H  4.74270  -4.70702  3.08079  0.497
H  3.07255  -4.08162  3.40800  0.197
H  4.17326  -3.89105  0.50584  0.337
H  4.13058  -2.65884  1.58943  0.405
H  2.62934  -3.56854  1.16007  0.174
O  -3.56710  -2.85501  -4.34074  -0.643
C  -3.15513  -3.73143  -3.62337  0.612
C  -1.92055  -4.68643  -3.92147  -0.321
C  -1.68764  -5.15161  -2.48583  -0.563
C  -3.17545  -5.20671  -1.95500  -0.470
O  -3.70026  -4.00085  -2.53187  -0.330
H  -2.03548  -5.52159  -4.61242  0.300
H  -1.03110  -4.11671  -4.19050  0.174
H  -1.20395  -6.11933  -2.35289  0.363
H  -1.17692  -4.48848  -1.78760  0.237
H  -3.71763  -6.06701  -2.34746  0.292
H  -3.11927  -5.14839  -0.86801  0.344
O  -3.10395  -1.01744  2.94933  -0.597
C  -3.98399  -0.86487  3.80065  0.498
C  -4.18593  0.32275  4.83810  -0.393
C  -5.13201  -0.44246  5.80434  -0.591
C  -5.86977  -1.43528  4.93681  -0.377
O  -4.97520  -1.85328  4.01745  -0.318
H  -3.36522  0.55012  5.51843  0.263
H  -4.61980  1.15310  4.28099  0.332
H  -4.59832  -1.06517  6.52232  0.292
H  -5.76602  0.25816  6.34771  0.348
H  -6.30975  -2.20714  5.56828  0.303
H  -6.64474  -1.00361  4.30343  0.231
C  -3.50383  9.17103  0.93813  -0.944
C  -3.37477  7.64045  1.02420  0.677
N  -4.30019  6.90263  0.54106  -0.324
O  -2.48794  7.04486  1.58446  -0.645
H  -4.57170  9.38937  0.94753  0.308
H  -3.13478  9.54278  -0.01776  0.273
H  -2.92342  9.56158  1.77400  0.262
H  -4.93294  7.17504  -0.19754  0.203
H  -4.19627  5.89827  0.56486  0.192
C  -5.09452  2.86168  -4.65792  -1.110
C  -3.63746  2.70566  -4.57734  0.797
N  -3.20378  2.37023  -3.40137  -0.255
O  -2.87353  2.74439  -5.51167  -0.647
H  -5.52403  3.16129  -5.61387  0.301
H  -5.48628  3.47043  -3.84303  0.335
H  -5.48310  1.85172  -4.52713  0.293
H  -2.21543  2.28432  -3.21189  0.155
H  -3.92512  2.64534  -2.75016  0.128
C  5.00290  3.39728  6.74427  -1.067
C  4.97760  2.79641  5.38799  0.729
N  4.18582  3.37027  4.49588  -0.356
O  5.64677  1.86546  5.04470  -0.619
H  5.85861  3.07832  7.33935  0.296
H  4.19742  3.14016  7.43216  0.294
H  5.02938  4.48695  6.74032  0.316
H  4.25131  3.16762  3.50860  0.231
H  3.73435  4.22851  4.77821  0.178
C  0.18100  2.37171  0.35165  -0.967
C  0.69583  1.40088  -0.81165  0.689
N  0.52586  0.09415  -0.66452  -0.261
O  1.38259  1.81447  -1.73961  -0.647
H  -0.34727  3.19533  -0.12863  0.288
H  0.98648  2.73426  0.99029  0.247
H  -0.70087  1.90391  0.78932  0.332
H  0.96608  -0.55476  -1.30110  0.173
H  0.08622  -0.21832  0.18940  0.151
C  5.86847  2.05564  -1.93143  -0.958
C  5.93238  1.80792  -0.44082  0.573
N  6.87818  1.04380  0.04153  -0.386
O  5.10121  2.30134  0.25074  -0.611
H  5.53518  3.09243  -1.88562  0.250
H  5.17656  1.39403  -2.45260  0.264
H  6.90112  2.20399  -2.24725  0.398
H  7.46496  0.54685  -0.61333  0.195
H  6.83386  0.91011  1.04166  0.271
C  3.79070  -3.08556  -5.69827  -1.032
C  3.03394  -2.04464  -4.87790  0.715
N  2.98164  -0.77329  -5.22903  -0.344
O  2.54857  -2.36275  -3.83076  -0.599
H  4.39825  -2.61022  -6.46836  0.329
H  3.28535  -3.90562  -6.20839  0.270
H  4.66683  -3.43894  -5.15456  0.282
H  3.46229  -0.42798  -6.04746  0.188
H  2.31442  -0.17256  -4.76638  0.191
C  -7.57237  1.41101  0.79213  -0.986
C  -6.10607  1.40181  0.28959  0.717
N  -5.55740  0.27167  -0.12004  -0.306
O  -5.31525  2.33917  0.43757  -0.657
H  -7.69396  1.38633  1.87504  0.239
H  -8.21519  0.61524  0.41579  0.355
H  -8.03366  2.31767  0.40063  0.283
H  -6.07117  -0.45989  -0.59011  0.183
H  -4.55394  0.16494  -0.07785  0.178
C  1.55657  4.63315  -5.88229  -0.893
C  2.97682  4.70253  -6.23900  0.655
N  3.82241  3.79553  -5.81515  -0.343
O  3.39375  5.61384  -6.94966  -0.653
H  1.07837  5.52760  -6.28151  0.262
H  1.51791  4.55304  -4.79592  0.280
H  1.07656  3.78135  -6.36410  0.269
H  4.75213  3.94131  -6.18185  0.227
H  3.61766  3.28984  -4.96517  0.202

4.
A cluster of 2 separate species, C9H9N3O2 in total at a distorted geometry. Source: the Open Molecules 2025 dataset; level of theory: ωB97M-V with the def2-TZVPD basis set.

## Properties
Charge   0
SMILES string   O=c1cc[nH]c(=O)[nH]1.c1ccncc1
Energy above the lowest of the compared OMol25 structures with the same formula, charge and spin   4.275 eV
HOMO   -9.317 eV
LUMO energy   0.47 eV

Each line ends with the Mulliken charge.
Atoms and positions in Å:
O  2.16581  2.00383  -1.11182  -0.602
C  1.09112  1.54416  -1.46691  0.287
C  -0.03706  2.31134  -1.71284  -0.237
C  -1.18057  1.59011  -1.95054  -0.138
N  -1.23863  0.20359  -2.16461  -0.078
C  -0.19829  -0.76264  -1.89672  0.256
O  -0.30523  -1.86649  -2.29861  -0.530
N  0.84840  0.10376  -1.38388  -0.085
H  -0.38257  3.38660  -1.64729  0.282
H  -1.90310  2.25211  -2.28437  0.405
H  -2.01724  -0.10367  -2.60189  0.142
H  1.51885  -0.61777  -0.75811  0.297
C  1.14941  -1.32649  2.19594  -0.096
C  0.25605  -2.21081  1.82350  -0.376
C  -1.01880  -1.56568  1.34510  -0.151
N  -1.20450  -0.30655  1.53254  -0.560
C  -0.26580  0.54362  1.98229  -0.468
C  0.97500  0.04241  2.21930  -0.406
H  1.98356  -1.92117  2.70655  0.258
H  0.49335  -3.22885  1.48675  0.355
H  -1.82794  -2.21500  1.21744  0.435
H  -0.66674  1.44120  2.21956  0.571
H  1.76492  0.70241  2.54862  0.438